Entry from OMol25: a molecular structure, C47H37N3O2P2SSbV in a non-equilibrium geometry (ωB97M-V with the def2-TZVPD basis set).

Last column: Löwdin charge in e.
Geometry (Å):
Sb (-1.9337, -2.4176, -0.0095)  1.288
V (-0.0940, -0.1401, -0.5306)  0.480
S (-1.4797, -0.6683, 1.4206)  0.179
P (-1.2173, 2.1911, -2.1460)  0.780
P (0.2451, 0.1007, -3.7744)  0.795
O (0.1099, -0.6937, -2.4800)  -0.420
O (-1.6350, 1.0958, -1.1716)  -0.448
N (5.5558, 0.6866, 0.0590)  0.147
N (4.1426, -1.5202, 3.7997)  0.150
N (1.5032, -0.5570, 0.3179)  0.018
C (-5.0295, -4.0724, 2.5554)  -0.070
C (-0.9780, 1.4454, -3.7876)  -0.261
C (0.3139, -3.8106, -1.6222)  -0.123
C (-3.0322, -1.8202, -1.7071)  -0.336
C (2.8398, 0.6030, -2.9891)  -0.052
C (0.7329, -2.0834, -5.2974)  -0.064
C (-1.2712, -1.5795, -7.1642)  -0.067
C (0.6607, 2.9792, -0.3088)  -0.078
C (-2.3128, 4.5367, -3.1381)  -0.070
C (-4.4069, 5.4158, -2.3603)  -0.056
C (4.1160, 1.1200, -3.1709)  -0.046
C (3.7538, -0.4924, 1.4716)  -0.251
C (1.1347, 3.6231, -2.5862)  -0.086
C (-2.4660, 3.4475, -2.2801)  -0.277
C (-2.8078, -2.2760, -3.0013)  -0.107
C (-3.5899, 3.3410, -1.4640)  -0.057
C (1.8831, 0.7578, -3.9883)  -0.303
C (0.3282, -4.1695, 0.7678)  -0.118
C (-4.7869, -0.3825, -2.5118)  -0.073
C (2.3108, 4.2221, -2.1692)  -0.055
C (1.4705, -4.5709, -1.7334)  -0.070
C (-4.0946, -3.2236, 1.9788)  -0.123
C (2.0580, -5.1192, -0.6016)  -0.062
C (-3.2865, 5.5182, -3.1781)  -0.060
C (-1.0749, -0.6990, -6.1088)  -0.086
C (-5.1282, -5.3885, 2.1269)  -0.069
C (-3.3545, -5.0257, 0.5451)  -0.116
C (4.7820, 0.1532, 0.7247)  -0.210
C (1.8478, 3.5658, 0.1018)  -0.046
C (0.5249, -2.9628, -6.3448)  -0.052
C (1.4906, -4.9161, 0.6488)  -0.059
C (-0.0723, -0.9470, -5.1767)  -0.285
C (2.5301, -0.5493, 0.8878)  -0.124
C (2.6763, 4.1747, -0.8294)  -0.041
C (-4.0247, -0.8748, -1.4636)  -0.134
C (-3.2642, -3.7041, 0.9744)  -0.359
C (2.2040, 1.4121, -5.1786)  -0.083
C (0.3119, 2.9766, -1.6615)  -0.288
C (4.4251, 1.7864, -4.3477)  -0.050
C (3.9781, -1.0606, 2.7583)  -0.219
C (-0.2594, -3.6191, -0.3684)  -0.366
C (-0.4761, -2.7090, -7.2768)  -0.053
C (3.4739, 1.9328, -5.3535)  -0.060
C (-4.5580, -0.8304, -3.8070)  -0.074
C (-4.5588, 4.3345, -1.5062)  -0.056
C (-3.5738, -1.7788, -4.0499)  -0.084
C (-4.2918, -5.8677, 1.1275)  -0.072
H (-4.0023, -2.2004, 2.3249)  0.085
H (-1.7047, 0.1772, -6.0261)  0.102
H (-0.1057, -4.0097, 1.7490)  0.110
H (-0.7360, 2.1967, -4.5415)  0.083
H (-3.6939, 2.4911, -0.8019)  0.107
H (3.7288, 2.4376, -6.2755)  0.112
H (1.5190, -2.2751, -4.5758)  0.117
H (1.1456, -3.8430, -6.4427)  0.114
H (-2.0501, -3.0178, -3.2135)  0.092
H (-4.1938, -0.5028, -0.4587)  0.100
H (-4.3659, -6.8977, 0.8051)  0.109
H (-5.8570, -6.0474, 2.5798)  0.110
H (-2.0446, -1.3835, -7.8942)  0.114
H (2.1247, 3.5483, 1.1472)  0.119
H (5.4206, 2.1863, -4.4896)  0.116
H (3.6103, 4.6162, -0.5084)  0.118
H (0.8775, 3.6496, -3.6372)  0.100
H (-5.6752, -3.7078, 3.3432)  0.110
H (-1.4335, 4.6338, -3.7640)  0.104
H (2.5998, 0.0717, -2.0761)  0.090
H (-2.6938, -5.4091, -0.2244)  0.102
H (-5.1627, 6.1891, -2.3889)  0.114
H (1.9173, -4.7309, -2.7063)  0.105
H (-5.4304, 4.2635, -0.8698)  0.113
H (4.8603, 1.0064, -2.3935)  0.084
H (1.4708, 1.5037, -5.9737)  0.114
H (-5.5604, 0.3497, -2.3189)  0.110
H (-3.4056, -2.1451, -5.0548)  0.102
H (-0.1041, -3.3492, -2.5059)  0.066
H (-0.6318, -3.3950, -8.0986)  0.115
H (-5.1587, -0.4509, -4.6234)  0.109
H (0.0034, 2.5325, 0.4290)  0.105
H (1.9529, -5.3345, 1.5327)  0.115
H (2.9644, -5.7029, -0.6920)  0.111
H (2.9518, 4.7092, -2.8911)  0.115
H (-3.1722, 6.3660, -3.8395)  0.113
H (-1.9524, 1.0004, -4.0191)  0.076

## Properties
Relative energy (zero: lowest compared OMol25 entry of this formula, charge and spin)   0.0 kcal/mol
Lowest unoccupied orbital energy (alpha / beta)   -2.48 / -2.45 eV
Net charge   +1
2S+1   2
Frontier orbital gap (alpha / beta)   7.58 / 7.08 eV
E_HOMO (alpha / beta)   -10.1 / -9.5 eV
⟨S²⟩   0.76